Below is a structure of composition C27H44N3P3SeW in a non-equilibrium geometry, with properties calculated with ωB97M-V with the def2-TZVPD basis set.

```
79
C27H44N3P3SeW | the OMol25 dataset | ωB97M-V with the def2-TZVPD basis set
W -0.58882 0.32057 0.22097
P 0.41855 1.54157 -1.68370
P -2.67695 0.96271 0.71065
P -1.17288 -1.44820 -1.27891
H 1.37509 -0.60315 1.76839
C 1.69070 -1.34978 0.98010
C 2.64447 -1.06146 0.05779
H 3.44798 -0.36749 0.31706
C 1.58226 2.97191 -1.64745
C -0.93245 2.38114 -2.64097
C 1.34769 0.55796 -2.92195
C -3.71221 -0.12425 1.75529
C -3.05987 2.57026 1.50485
C -3.82558 1.10024 -0.73052
C 0.14020 -2.61996 -1.77691
C -1.82453 -0.96084 -2.92600
C -2.48537 -2.65127 -0.84890
H 1.14052 -2.31252 1.02223
H 2.62539 -1.55781 -0.92618
H 2.60668 2.65543 -1.39490
H 1.24401 3.76212 -0.96117
H 1.57633 3.36691 -2.67756
H -1.39615 3.13134 -1.97304
H -1.69361 1.66096 -2.98359
H -0.42226 2.89508 -3.47578
H 2.21702 0.09127 -2.43044
H 1.68230 1.29097 -3.67681
H 0.72378 -0.20893 -3.39669
H -4.67766 0.36691 1.97881
H -3.20064 -0.35662 2.70008
H -3.90941 -1.07969 1.24964
H -4.13238 2.79861 1.41608
H -2.49222 3.37041 1.01955
H -2.81644 2.55453 2.57420
H -4.75950 1.57063 -0.38877
H -4.07049 0.11448 -1.14223
H -3.40509 1.72037 -1.52995
H -0.31745 -3.32725 -2.48332
H 0.52971 -3.17644 -0.91908
H 0.97113 -2.11613 -2.28001
H -1.98433 -1.89845 -3.47678
H -1.13383 -0.33221 -3.49361
H -2.78545 -0.44564 -2.82653
H -2.59372 -3.32672 -1.71058
H -3.44457 -2.15619 -0.66673
H -2.20712 -3.23517 0.04171
C -0.61927 -4.26365 2.85162
C 0.69169 -4.78820 2.67599
C 1.08927 -6.02622 3.19184
C 0.20482 -6.85383 3.87793
C -1.12268 -6.41391 4.01352
C -1.54197 -5.16760 3.49844
Se -1.02350 -2.51235 2.24958
H -0.80750 1.88983 -0.35069
H 1.40362 -4.17115 2.14168
H 2.11620 -6.35153 3.06837
H 0.50978 -7.81357 4.29015
H -1.85195 -7.05549 4.54425
H -2.59148 -4.86286 3.61297
N 7.29835 7.36220 -0.64773
C 6.48790 6.63079 -0.22203
C 5.47850 5.75019 0.31517
C 5.49060 4.38496 -0.00533
C 4.49613 3.53407 0.50489
C 3.46730 4.05106 1.31369
C 3.49430 5.40766 1.67472
C 4.48642 6.25220 1.16666
N 2.36170 3.21219 1.67972
C 1.33847 3.50001 2.58510
C 0.38559 2.54355 2.43165
N 0.75032 1.69499 1.37831
C 1.99249 2.06722 1.05651
H 6.28192 3.99380 -0.65732
H 4.54007 2.47057 0.27081
H 2.73778 5.83831 2.32611
H 4.48574 7.31668 1.41758
H 1.37855 4.38981 3.19396
H -0.57417 2.44480 2.92793
H 2.67612 1.52207 0.39758
```

The expectation value of S² is 2.4668. As for the net charge: +4. As for the spin multiplicity: 3. For the HOMO-LUMO gap (spin up / spin down), the calculation gives 4.7 / 2.9 eV. The molecular weight comes out at 766.4 g/mol. The value obtained for the HOMO energy (spin up / spin down) is -0.677 / -0.651 Ha.

Below is a cluster of 2 separate species, C27H45BBr2ClF5N4O4 in total in a non-equilibrium geometry, with properties calculated with ωB97M-V with the def2-TZVPD basis set.

```
89
C27H45BBr2ClF5N4O4 | the OMol25 dataset | ωB97M-V with the def2-TZVPD basis set
C -4.88958 -1.38945 -0.45109
C -4.00347 -1.19059 -1.71283
C -2.77123 -0.35215 -1.38057
C -1.60342 -1.18141 -0.86232
O -0.48647 -0.31171 -0.70983
C 0.76148 -0.81186 -0.97611
Cl 0.92130 -1.25635 -2.71012
O 1.01301 -1.92044 -0.11602
C 1.06522 -3.21510 -0.66442
C 1.13678 -4.22824 0.50424
F 1.09933 -3.62813 1.71805
F 0.01819 -5.03798 0.44174
C 2.35238 -5.16442 0.44640
F 3.47616 -4.46789 0.12953
F 2.13680 -6.14053 -0.47118
C 1.78063 0.29009 -0.55702
C 1.97493 1.40221 -1.61106
C 0.77388 1.87505 -2.46558
C 0.37733 3.35011 -2.31583
C -0.45946 3.81297 -3.50973
N 0.24346 3.92001 -4.78523
C 1.30609 4.83028 -4.92849
N 2.21315 4.69419 -5.80913
N 1.37973 5.94581 -4.07990
O 1.42599 0.65631 0.77907
C 0.76748 1.86624 1.00478
C 1.71596 2.96980 1.47904
Br 1.68116 4.64212 0.55767
C 2.50755 2.81607 2.53369
C 2.59001 1.62486 3.41902
Br 3.68150 4.21339 3.11110
C -0.31390 1.65470 2.14843
F -0.37719 0.30069 2.46741
C -1.69294 2.03347 1.64645
C -2.72556 2.13123 2.76371
B 3.21318 -0.45228 -0.42516
O 3.77119 -1.03597 -1.54322
C 4.04172 -0.47483 0.91734
C 3.45774 -1.39073 2.00413
H -5.94260 -1.29087 -0.68726
H -4.64647 -0.60808 0.26223
H -4.65908 -2.35661 -0.01579
H -3.74058 -2.14332 -2.16079
H -4.59225 -0.60748 -2.41581
H -2.99868 0.45213 -0.68812
H -2.39997 0.12910 -2.28851
H -1.43866 -1.98514 -1.57618
H -1.86715 -1.59621 0.11251
H 1.95740 -3.36672 -1.26631
H 0.17416 -3.48331 -1.22071
H 2.49353 -5.63550 1.42193
H 2.73475 1.04656 -2.29990
H 2.42652 2.27090 -1.13221
H -0.12401 1.28236 -2.33762
H 1.05875 1.76397 -3.51053
H -0.23331 3.50959 -1.42981
H 1.29122 3.92758 -2.22780
H -0.89187 4.78032 -3.26527
H -1.30849 3.14670 -3.64426
H 0.50595 3.01537 -5.14144
H 2.05136 3.84573 -6.34753
H 2.10385 5.83559 -3.38653
H 0.49877 6.17651 -3.64552
H 0.19006 2.20570 0.15388
H 3.59911 1.22607 3.40963
H 1.86551 0.86226 3.17943
H 2.39535 1.96004 4.43781
H -0.05274 2.21400 3.04207
H -1.65222 2.92670 1.02363
H -1.97745 1.21305 0.98914
H -2.45706 2.93705 3.44145
H -2.73729 1.19856 3.32032
H -3.71599 2.28623 2.34815
H 4.14364 -1.89791 -1.32236
H 5.04210 -0.84512 0.69175
H 4.16841 0.55910 1.24581
H 2.46718 -1.10595 2.33148
H 4.16089 -1.47927 2.82868
H 3.37205 -2.39102 1.58585
N -2.63189 -4.25592 2.27356
C -3.09543 -3.06247 2.75441
C -4.12293 -3.32863 3.62033
C -4.27676 -4.74034 3.67144
C -3.34203 -5.28346 2.83059
H -1.88358 -4.36249 1.61336
H -2.65722 -2.13027 2.43793
H -4.69870 -2.59449 4.15833
H -4.99244 -5.29269 4.25665
H -3.12388 -6.30740 2.58097
```

For the HOMO-LUMO gap, the calculation gives 8.6 eV. The molecular weight comes out at 790.7 g/mol. Its SMILES is [H]/N=C(/N)NCCCC[C@](O[C@H](/C(Br)=C(\C)Br)[C@H](F)CC)(B(O)CC)[C@](Cl)(OCCCC)OCC(F)(F)C(F)F.c1cc[nH]c1. The value obtained for the HOMO energy is -0.305 Ha.

Below is a cluster of 3 separate species, C27H45BrFN4O8S3 in total in a non-equilibrium geometry, with properties calculated with ωB97M-V with the def2-TZVPD basis set.

```
89
C27H45BrFN4O8S3 | the OMol25 dataset | ωB97M-V with the def2-TZVPD basis set
C -6.77822 -1.53823 3.52610
C -5.75616 -1.14363 4.67800
C -4.68375 -2.25592 4.92370
O -5.03031 -3.29181 5.39859
O -3.33945 -1.95112 4.59721
C -3.06722 -2.31391 3.21354
C -1.63667 -2.96221 3.10107
N -0.63671 -2.15539 2.36929
C -0.44588 -0.79717 2.77707
N 0.20810 -0.29349 3.78747
S 0.33634 1.43609 4.06325
C 0.90660 -1.17575 4.76509
C -0.02205 -1.82834 5.86164
C 0.33868 -1.47050 7.34162
O -0.29461 -2.00599 8.20921
N 1.38610 -0.55301 7.75243
C 0.97688 0.82635 7.68481
C -0.40095 1.23683 7.44901
C -0.79871 2.65585 7.42223
C 0.26667 3.62503 7.63024
C 1.65592 3.25122 7.84781
C 2.02035 1.84618 7.87676
N -1.08683 0.01792 1.80593
O -2.16041 0.79971 2.19608
C -1.11691 -0.59170 0.47931
Br 0.58518 0.09531 -0.35710
C -2.35589 -0.36545 -0.44266
C -2.02229 -0.88356 -1.91919
C -1.74301 0.29669 -2.93259
C -1.79469 -0.26233 -4.42555
O -0.57052 0.07080 -5.14030
C -0.15445 -1.07791 -5.85597
C 0.95295 -2.02347 -5.27884
O -0.68659 -1.31989 -6.90129
C -0.73810 -2.09299 0.90556
F -1.53745 -3.02648 0.24106
H -6.21835 -2.18239 2.79916
H -7.60730 -2.10928 4.01660
H -7.17734 -0.62080 3.02758
H -5.19031 -0.21095 4.40124
H -6.34485 -0.89909 5.59427
H -3.27197 -1.48211 2.49187
H -3.81529 -3.12432 2.96984
H -1.31501 -3.26394 4.12833
H -1.76952 -3.92730 2.53873
H 0.93447 1.90919 2.91179
H 1.67124 -0.52497 5.27163
H 1.50788 -1.91694 4.17048
H -1.11156 -1.64679 5.64171
H 0.10256 -2.94510 5.76893
H 2.27280 -0.71160 7.27209
H -1.23578 0.50538 7.31411
H -1.85538 2.96296 7.24957
H -0.04462 4.69920 7.63705
H 2.44835 4.01335 7.99349
H 3.07434 1.55389 8.06693
H -2.25070 0.79349 3.17102
H -3.18150 -1.03375 -0.07055
H -2.68811 0.69566 -0.51122
H -1.13800 -1.57833 -1.91161
H -2.87104 -1.48164 -2.34565
H -2.54405 1.06977 -2.79012
H -0.72752 0.75163 -2.82570
H -2.65609 0.24417 -4.92831
H -1.93337 -1.37395 -4.44873
H 1.37864 -2.60887 -6.12925
H 0.52094 -2.74923 -4.54326
H 1.78788 -1.43575 -4.80468
H 0.28700 -2.37044 0.55204
C 2.30551 3.67719 -6.51262
S 2.23520 1.88777 -6.31137
O 3.60749 1.42596 -5.93726
C 1.99737 1.52088 -8.05727
H 2.48966 4.12610 -5.53684
H 3.11554 3.94224 -7.19383
H 1.35247 4.03649 -6.90262
H 2.82760 1.92906 -8.63304
H 1.05384 1.95233 -8.39468
H 1.96373 0.43878 -8.18194
C 6.56490 1.52024 -7.93639
S 6.17142 2.61610 -9.31076
O 4.77782 2.30425 -9.74046
C 7.28590 1.84189 -10.49635
H 5.94358 1.79960 -7.08480
H 6.35528 0.48651 -8.21428
H 7.61724 1.63389 -7.67150
H 7.03126 0.78750 -10.61149
H 8.31436 1.94533 -10.14830
H 7.17548 2.34902 -11.45411
```

As for the net charge: +1. For the HOMO-LUMO gap, the calculation gives 5.7 eV. The molecular weight comes out at 748.8 g/mol. The value obtained for the HOMO energy is -0.369 Ha.